(1)
115
Properties=species:S:1:pos:R:3:forces:R:3 method="wB97M-V/def2-TZVPD" relative_energy_kj_mol=0.0 largest_force_ha_per_bohr=0.0173
K 0.607 -1.340 0.619 0.4 0.7 -0.4
C 5.531 -2.442 -0.149 0.0 -0.1 0.0
C 5.229 -1.233 0.728 -0.1 0.1 0.0
S 3.689 -0.337 0.419 0.0 0.1 -0.1
C 3.921 0.550 -1.143 0.0 -0.1 0.1
C 4.182 -0.246 -2.419 0.0 -0.1 -0.1
S 3.054 -1.645 -2.727 0.0 0.0 0.0
C 4.231 -3.004 -3.012 -0.1 0.2 -0.1
C 4.253 -4.113 -1.965 0.0 -0.1 0.2
S 4.150 -3.618 -0.229 0.1 0.0 0.0
H 6.414 -2.949 0.247 0.0 0.0 0.0
H 5.763 -2.125 -1.161 0.0 0.0 0.0
H 6.068 -0.534 0.695 0.0 0.0 0.0
H 5.109 -1.550 1.766 0.0 0.0 0.0
H 4.715 1.292 -1.024 0.0 0.0 0.0
H 2.978 1.096 -1.235 0.0 0.0 0.0
H 5.200 -0.630 -2.425 0.0 0.0 0.0
H 4.097 0.440 -3.265 0.0 0.0 0.0
H 5.219 -2.560 -3.134 0.0 0.0 0.0
H 3.978 -3.452 -3.974 0.0 0.0 0.0
H 5.143 -4.726 -2.126 0.0 0.0 0.0
H 3.391 -4.766 -2.096 0.0 0.0 0.0
C 0.811 -5.911 -0.889 0.0 0.1 0.0
C 0.211 -4.528 -0.657 0.0 0.0 -0.1
C -1.098 -4.640 0.120 0.0 0.0 0.0
C 0.043 -3.768 -1.985 0.0 0.0 0.0
C -1.065 -4.311 -2.903 0.1 -0.1 0.0
O -2.141 -3.365 -2.751 0.0 0.0 0.0
C -1.598 -2.298 -2.115 0.0 0.0 0.0
N -0.397 -2.388 -1.724 0.0 0.0 0.0
C -2.521 -1.165 -1.893 0.0 0.0 0.0
C -3.870 -1.480 -1.756 0.0 0.0 0.0
C -4.801 -0.497 -1.472 0.0 0.0 0.0
C -4.380 0.815 -1.341 0.0 0.0 0.0
C -3.042 1.139 -1.503 0.1 0.0 0.0
C -2.084 0.167 -1.784 0.0 -0.1 0.0
P -0.299 0.620 -1.936 0.0 0.2 0.0
C 0.006 0.424 -3.733 0.0 0.0 0.1
C 1.172 1.006 -4.228 0.0 0.0 0.0
C 1.517 0.884 -5.561 0.0 0.0 0.0
C 0.706 0.158 -6.423 0.0 0.0 0.0
C -0.457 -0.422 -5.941 0.0 0.0 0.0
C -0.810 -0.283 -4.605 0.0 0.0 0.0
C -0.379 2.451 -1.825 0.0 -0.1 -0.1
C -0.021 3.018 -0.606 0.0 -0.1 0.1
C -0.029 4.395 -0.439 -0.1 0.1 0.0
C -0.393 5.217 -1.493 0.0 0.0 0.0
C -0.753 4.660 -2.714 0.0 0.0 0.0
C -0.744 3.286 -2.880 0.0 0.0 0.0
H 0.952 -6.419 0.064 0.0 0.0 0.0
H 1.781 -5.856 -1.384 0.0 0.0 0.0
H 0.153 -6.531 -1.502 0.0 0.0 0.0
H 0.919 -3.950 -0.054 0.0 -0.1 0.0
H -1.802 -5.305 -0.388 0.0 0.0 0.0
H -1.576 -3.669 0.250 0.0 0.0 0.0
H -0.907 -5.046 1.113 0.0 0.0 0.0
H 1.004 -3.746 -2.504 0.0 0.0 0.0
H -1.436 -5.294 -2.616 0.0 0.0 0.0
H -0.774 -4.321 -3.955 0.0 0.0 0.0
H -4.174 -2.512 -1.857 0.0 0.0 0.0
H -5.843 -0.757 -1.350 0.0 0.0 0.0
H -5.094 1.597 -1.117 0.0 0.0 0.0
H -2.741 2.172 -1.403 0.0 0.0 0.0
H 1.806 1.579 -3.558 0.0 0.0 0.0
H 2.423 1.348 -5.928 0.0 0.0 0.0
H 0.976 0.052 -7.465 0.0 0.0 0.0
H -1.103 -0.979 -6.608 0.0 0.0 0.0
H -1.736 -0.722 -4.259 0.0 0.0 0.0
H 0.261 2.376 0.222 0.0 0.0 0.0
H 0.249 4.815 0.517 0.0 0.0 0.1
H -0.389 6.293 -1.371 0.0 0.0 0.0
H -1.034 5.299 -3.541 0.0 0.0 0.0
H -1.018 2.859 -3.837 0.0 0.0 0.0
O -0.270 -4.256 3.802 0.0 -0.1 0.1
C -0.252 -3.238 3.105 -0.2 -0.1 0.1
O 0.717 -2.668 2.551 0.1 -0.3 0.5
C -1.641 -2.589 2.862 0.0 -0.1 0.1
C -2.742 -3.057 3.572 0.0 0.0 0.0
C -3.982 -2.490 3.348 0.0 0.0 0.0
C -4.093 -1.474 2.410 0.0 0.0 0.0
C -2.947 -1.073 1.745 -0.1 0.1 -0.1
N -1.747 -1.607 1.963 0.0 -0.1 0.0
H -2.584 -3.860 4.277 0.0 0.0 0.0
H -4.852 -2.834 3.893 0.0 0.0 0.0
H -5.042 -1.001 2.196 0.0 0.0 0.0
H -2.990 -0.280 1.003 0.0 0.0 0.0
C -4.108 5.178 2.533 0.0 0.0 0.0
C -2.936 5.499 3.446 0.1 -0.1 0.1
S -2.064 3.989 3.819 0.0 0.0 0.0
O -1.563 3.446 2.579 0.0 0.0 -0.1
O -2.900 3.164 4.656 0.0 0.0 0.0
C -0.674 4.528 4.800 -0.1 0.0 0.0
C 0.186 3.353 5.257 -0.1 0.1 0.0
N 0.855 2.677 4.158 -0.1 0.1 -0.1
C 0.497 1.474 3.643 0.1 -0.1 0.1
N 1.191 1.173 2.557 0.1 -0.1 -0.1
C 2.032 2.211 2.344 -0.2 0.2 0.0
C 1.821 3.173 3.296 0.1 -0.3 0.0
N 2.507 4.399 3.453 0.1 -0.1 0.0
O 2.233 5.098 4.424 0.0 0.1 0.0
O 3.334 4.686 2.608 0.0 0.1 0.0
C -0.511 0.573 4.254 0.0 0.0 0.0
H -4.655 6.089 2.295 0.0 0.0 0.0
H -4.788 4.480 3.017 0.0 0.0 0.0
H -3.750 4.734 1.605 0.0 0.0 0.0
H -3.251 5.923 4.399 0.0 0.0 0.0
H -2.214 6.161 2.968 0.0 0.0 0.0
H -1.091 5.033 5.671 0.0 0.0 0.0
H -0.099 5.238 4.208 0.0 0.0 0.0
H -0.435 2.613 5.759 0.0 0.0 0.0
H 0.930 3.724 5.960 -0.1 0.0 0.0
H 2.748 2.227 1.542 0.0 0.0 0.0
H -0.273 0.375 5.300 0.0 0.0 0.0
H -0.487 -0.364 3.706 0.0 0.0 0.0
H -1.515 0.995 4.195 0.0 0.0 0.0

(2)
13
Properties=species:S:1:pos:R:3:forces:R:3 method="wB97M-V/def2-TZVPD" largest_force_ha_per_bohr=0.1519 total_charge=+1 spin_multiplicity=3 s2=2.007
C -1.328 -0.316 -1.775 4.2 -3.8 3.0
C 0.734 -0.256 1.236 -1.7 -0.1 -7.6
C 0.156 -0.463 -1.549 -2.4 0.8 -0.5
N -1.931 0.593 -2.428 -1.7 3.1 -2.5
N 0.435 -0.295 0.096 1.2 0.1 2.0
N 0.787 -0.274 2.465 -0.3 -0.5 4.1
O -1.682 1.847 -2.675 0.7 1.0 -0.4
Cl 0.622 -2.032 -2.021 1.0 -0.7 0.2
H -1.749 -1.313 -1.727 -0.9 0.4 0.5
H 0.797 0.343 -1.866 0.2 0.0 -0.3
H -0.952 2.301 -2.170 -1.1 -0.7 0.5
H -0.012 -0.734 2.892 0.3 0.1 0.6
H 1.333 0.398 2.956 0.4 0.3 0.7

(3)
18
Properties=species:S:1:pos:R:3:forces:R:3 method="wB97M-V/def2-TZVPD" relative_energy_kj_mol=68.3 largest_force_ha_per_bohr=0.2114
N 0.661 -2.332 -2.470 -7.7 -1.4 6.5
N 3.147 3.766 0.390 -9.1 -5.8 -1.7
O -2.245 -2.057 0.995 1.4 0.6 -0.8
O 2.153 0.548 -0.455 -1.0 0.7 0.4
N -1.234 -2.611 -0.870 1.9 -0.6 -2.7
N 1.042 2.503 0.020 0.2 1.8 0.6
N -0.258 -2.464 -1.667 6.4 1.5 -5.1
N 2.122 3.103 0.197 8.2 4.8 1.4
O -0.789 -0.035 1.837 0.1 -1.4 -0.6
O -1.395 1.186 -0.362 1.3 -0.6 -1.2
C -1.314 -1.803 0.231 -2.1 0.4 2.9
C 1.111 1.167 -0.265 1.8 -2.1 -0.9
C -0.317 -0.688 0.629 -0.8 -0.3 0.4
C -0.188 0.390 -0.460 -1.8 1.7 1.5
H -1.352 -0.693 2.333 0.6 0.7 -0.9
H -1.629 1.215 0.568 0.0 0.0 0.4
H 0.615 -1.204 0.817 0.6 0.1 0.0
H -0.129 0.009 -1.468 -0.1 -0.3 -0.2

So what do the calculations give for M? Going down the list: 962.3, 134.5, 200.1 g mol⁻¹.
So what do the calculations give for energy? Going down the list: -137226.1004, -22217.3530, -21337.9475 eV.